Molecular formula: C7H10S2Si
Method: DFT, the ωB97M-V functional and the def2-TZVPD basis

Positions of all 20 atoms, in Å:
C: -1.83772 0.09491 1.69519
Si: -1.24846 -0.18673 -0.40824
S: -2.20511 1.29554 -1.66522
S: -2.09915 -2.12953 -0.71642
C: 0.63650 -0.22304 -0.60363
C: 1.32771 0.63753 -1.34978
C: 2.74119 0.50591 -1.41878
C: 3.39140 -0.38098 -0.56920
C: 2.70719 -1.13719 0.37199
C: 1.34726 -1.06200 0.30539
H: -2.30762 -0.79728 1.93158
H: -0.98535 0.35606 2.23408
H: -2.50819 0.97250 1.48056
H: -3.50090 1.11432 -1.17646
H: -0.84272 -2.55133 -1.01205
H: 0.77360 1.43784 -1.84688
H: 3.40342 0.87861 -2.19678
H: 4.45466 -0.38200 -0.40338
H: 3.09426 -1.77399 1.01117
H: 0.71234 -1.69028 0.87457

energy relative to the best compared isomer or geometry (same formula, charge and spin)	44.26	kJ/mol
charge	0
HOMO-LUMO gap	9.4174	eV
SMILES	C[Si](S)(S)c1ccccc1
total energy	-1358.60968	Ha

Mulliken atomic charge list, values in e, 5 entries: C -1.1424; Si 0.7320; S -0.3764; S -0.3406; C 0.0265

---

Molecular formula: C4H10N2O
Method: DFT, the ωB97M-V functional and the def2-TZVPD basis

Positions of all 17 atoms, in Å:
C: 1.81964 -1.63182 -0.81901
C: -0.82733 0.70988 1.58936
C: 0.36196 1.55353 1.84938
C: -2.16973 -0.32982 -0.11941
N: 0.92919 -1.20608 -1.58156
N: -0.97092 0.35619 0.34707
O: 1.23371 -0.14984 -2.38079
H: 1.75319 -2.54763 -0.33088
H: 2.89004 -1.17573 -0.77186
H: 0.09276 2.62600 2.18063
H: 1.16067 1.65367 1.02769
H: 0.77407 1.01341 2.64509
H: -2.79082 -0.48990 0.81358
H: -2.71995 0.27023 -0.83077
H: -1.66957 -1.23415 -0.40578
H: -0.32429 0.55285 -0.34340
H: 0.45739 0.02919 -2.86934

energy relative to the best compared isomer or geometry (same formula, charge and spin)	586.11	kJ/mol
charge	0
HOMO-LUMO gap	8.4866	eV
total energy	-342.97823	Ha

Mulliken atomic charge list, values in e, 5 entries: C -0.3132; C -0.4431; C -0.6017; C -0.8734; N -0.2632

---

Molecular formula: C22H19N5O3S
Method: DFT, the ωB97M-V functional and the def2-TZVPD basis

Positions of all 50 atoms, in Å:
O: 1.96929 1.35301 -1.75199
C: 1.23732 1.76387 -0.89111
C: 1.10997 3.16556 -0.38215
C: 1.45952 4.36753 -0.96000
C: 1.14246 5.52493 -0.26303
C: 0.50568 5.46851 0.97825
C: 0.18557 4.25307 1.56681
C: 0.49007 3.11046 0.85761
C: 0.24956 1.67164 1.17158
O: 0.08800 1.14431 2.23381
N: 0.39443 0.96339 -0.07027
C: -0.74423 0.24594 -0.63026
C: -1.49794 1.03276 -1.72000
S: -3.29998 1.07698 -1.46171
C: -3.32438 2.28080 -0.21009
N: -2.92253 2.16806 1.01132
N: -3.14462 3.38889 1.61909
C: -3.67625 4.13744 0.72319
O: -3.82001 3.52571 -0.46691
H: 1.95013 4.39621 -1.92368
H: 1.37442 6.48794 -0.69856
H: 0.25234 6.38319 1.49730
H: -0.30190 4.18166 2.52884
H: -0.45681 -0.72271 -1.02855
H: -1.41710 0.03784 0.20144
H: -1.36531 0.56562 -2.69400
H: -1.17216 2.06962 -1.78552
H: -4.00147 5.15623 0.84788
C: 2.29127 -1.89273 3.21896
C: 2.39457 -1.15800 2.05035
C: 2.48866 -1.84132 0.84702
N: 2.48008 -3.17130 0.75051
C: 2.37696 -3.86298 1.88431
C: 2.28219 -3.27662 3.13643
H: 2.21521 -1.39571 4.17726
H: 2.40458 -0.07937 2.06800
H: 2.57221 -1.29799 -0.08902
H: 2.36908 -4.94390 1.78220
H: 2.19930 -3.89078 4.02272
C: -0.33977 -5.87127 -1.73545
C: 0.17697 -4.78682 -1.04773
C: -0.24029 -3.51898 -1.40964
N: -1.10832 -3.26861 -2.38682
C: -1.59623 -4.32125 -3.04256
C: -1.24812 -5.63352 -2.75696
H: -0.04044 -6.88079 -1.48447
H: 0.88730 -4.90056 -0.24416
H: 0.15140 -2.66033 -0.87975
H: -2.30113 -4.09870 -3.83615
H: -1.67953 -6.44691 -3.32430

energy relative to the best compared isomer or geometry (same formula, charge and spin)	154.34	kJ/mol
charge	0
HOMO-LUMO gap	9.1773	eV
SMILES	O=C1c2ccccc2C(=O)N1CCSc1nnco1.c1ccncc1.c1ccncc1
total energy	-1747.40388	Ha

Mulliken atomic charge list, values in e, 5 entries: O -0.5886; C -0.1672; C 0.5855; C -0.7531; C -0.4566

---

Number 1: LUMO level 0.484 eV. Number 2: LUMO level 0.779 eV. Number 3: LUMO level -0.243 eV.